Record 1
Formula: C17H25ClN2O3P
Source: the OMol25 dataset
Level of theory: the ωB97M-V functional and the def2-TZVPD basis

net charge = +1
LUMO = -0.1630 hartree

Last column: natural (NBO) charge in e.
Cartesian coordinates (Å):
C1 2.92530 -1.03981 2.52897  -0.65
C2 4.36608 -0.58785 2.05031  -0.39
C3 4.63871 -0.84707 0.47030  -0.47
C4 3.24690 -1.05620 -0.19999  0.36
N1 2.87389 -2.33747 -0.53530  -0.47
C5 1.63222 -2.67655 -1.10697  -0.06
C6 0.68290 -1.62421 -1.38035  0.34
O1 -0.55369 -2.01506 -1.91067  -0.51
C7 -1.32919 -2.47547 -0.73989  -0.08
C8 -2.82964 -1.93124 -0.78820  -0.25
N2 -2.95170 -0.86512 0.22442  -0.65
C9 -4.38255 -0.62558 0.61827  -0.25
C10 -4.95897 0.57603 -0.25010  0.09
C11 -3.87070 1.60334 -0.73999  -0.65
O2 -5.97191 1.27209 0.52176  -0.71
C12 1.01560 -0.20127 -1.07130  -0.06
C13 0.00471 0.84380 -1.35342  -0.18
C14 0.37945 2.22683 -1.04773  -0.13
C15 1.72927 2.54059 -0.47552  -0.36
P1 2.17025 4.35809 -0.14874  1.11
O3 1.55254 5.25573 -1.45887  -0.96
Cl1 1.06068 4.83322 1.60373  -0.31
C16 2.72318 1.51390 -0.16039  -0.18
C17 2.33541 0.10936 -0.47308  -0.02
H1 2.10822 -0.32201 2.22381  0.22
H2 2.67390 -2.10829 2.27432  0.20
H3 2.93358 -0.99942 3.66113  0.24
H4 5.10634 -1.19768 2.62547  0.23
H5 4.43474 0.51753 2.26370  0.22
H6 5.20844 -1.81746 0.42622  0.23
H7 5.21153 -0.00589 0.00214  0.26
H8 3.53732 -3.09367 -0.35942  0.44
H9 1.41384 -3.74805 -1.33287  0.26
H10 -1.28308 -3.59044 -0.60387  0.20
H11 -0.83351 -2.03565 0.17829  0.18
H12 -3.46347 -2.82433 -0.47569  0.18
H13 -3.13177 -1.61291 -1.82106  0.22
H14 -2.49980 -1.13187 1.10686  0.36
H15 -4.95280 -1.58001 0.44500  0.19
H16 -4.44264 -0.40263 1.72454  0.21
H17 -5.50412 0.10962 -1.12100  0.18
H18 -3.22220 1.89178 0.13277  0.21
H19 -4.42327 2.53618 -1.04924  0.23
H20 -3.27678 1.20494 -1.60583  0.21
H21 -5.49427 2.03156 0.90915  0.46
H22 -0.99587 0.57637 -1.77545  0.27
H23 -0.38882 3.00734 -1.26189  0.25
H24 1.07899 6.00006 -1.03445  0.51
H25 3.71677 1.74487 0.29012  0.25

=====

Record 2
Formula: C4H5N2
Source: the OMol25 dataset
Level of theory: the ωB97M-V functional and the def2-TZVPD basis

net charge = +1
LUMO = -0.2076 hartree
ΔE to the lowest compared entry with this formula, charge and spin = 386.2 kJ/mol

Last column: natural (NBO) charge in e.
Cartesian coordinates (Å):
C1 -3.00604 1.15196 -1.17383  0.38
C2 -1.83254 0.50660 -0.77471  -0.22
C3 0.04304 0.03421 -0.36204  0.56
C4 -1.18231 0.19423 0.55186  -0.47
N1 -0.63347 0.19218 -1.42715  -0.47
N2 1.23489 -0.29709 0.05510  -0.69
H1 -1.08558 1.02871 1.31204  0.28
H2 -1.65201 -0.62349 1.14909  0.30
H3 -0.27210 0.42553 -2.40448  0.46
H4 1.27974 -0.25327 1.00084  0.42
H5 2.21088 -0.32362 -0.37908  0.46

=====

Record 3
Formula: CHN2O4
Source: the OMol25 dataset
Level of theory: the ωB97M-V functional and the def2-TZVPD basis

net charge = -1
LUMO = 0.1571 hartree
ΔE to the lowest compared entry with this formula, charge and spin = 7.5 kJ/mol

Last column: natural (NBO) charge in e.
Cartesian coordinates (Å):
O1 -0.20029 2.14751 0.74297  -0.74
C1 0.33915 1.07124 0.87730  0.90
O2 0.99964 0.50403 1.70184  -0.70
N1 0.05786 0.22697 -0.44478  -0.59
N2 -0.14132 -1.19350 -0.56199  0.64
O3 0.51075 -1.93544 0.12371  -0.40
O4 -0.96207 -1.53271 -1.39838  -0.48
H1 -0.60371 0.71188 -1.04067  0.37

=====

Record 4
Formula: C15H20NO
Source: the OMol25 dataset
Level of theory: the ωB97M-V functional and the def2-TZVPD basis

net charge = +1
LUMO = -0.1725 hartree

Last column: natural (NBO) charge in e.
Cartesian coordinates (Å):
C1 -2.33180 -2.20517 -5.67308  -0.26
O1 -2.53573 -2.52648 -4.28610  -0.55
C2 -1.47072 -2.00114 -3.46427  -0.06
C3 -1.38146 -2.99365 -2.22110  -0.42
C4 -0.19412 -2.65993 -1.23840  -0.40
C5 -0.57044 -1.63979 -0.08252  -0.39
C6 0.81224 -1.28172 0.65495  -0.45
C7 0.70024 -0.02120 1.56494  0.11
C8 -0.41910 0.18706 2.55827  -0.20
C9 -0.47573 1.38370 3.37312  -0.15
C10 0.56777 2.43871 3.19638  -0.14
C11 0.56360 3.69671 3.96965  0.15
N1 1.49903 4.70127 3.79711  -0.47
C12 2.51670 4.54815 2.84479  0.01
C13 2.66802 3.35173 2.03477  -0.22
C14 1.66535 2.25323 2.20344  0.12
C15 1.74622 1.01755 1.38888  -0.25
H1 -1.55998 -1.40743 -5.84156  0.18
H2 -3.32093 -1.82242 -6.07107  0.19
H3 -2.07716 -3.10925 -6.30167  0.19
H4 -1.65429 -0.93589 -3.14945  0.17
H5 -0.48954 -2.06438 -4.01807  0.17
H6 -2.38597 -3.10655 -1.73467  0.22
H7 -1.14093 -4.00293 -2.68057  0.22
H8 0.17205 -3.59532 -0.72839  0.22
H9 0.64385 -2.17961 -1.82501  0.20
H10 -1.28005 -2.06348 0.68189  0.21
H11 -1.05165 -0.69009 -0.46604  0.21
H12 1.52091 -1.01270 -0.18860  0.22
H13 1.23626 -2.19133 1.16254  0.25
H14 -1.20597 -0.59665 2.65583  0.25
H15 -1.29007 1.59252 4.11783  0.25
H16 -0.23842 3.84948 4.74349  0.25
H17 1.42515 5.54720 4.36479  0.45
H18 3.24837 5.37461 2.69479  0.25
H19 3.51286 3.29261 1.30458  0.27
H20 2.57548 0.87261 0.65855  0.24

=====

Record 5
Formula: C5H16N2
Source: the OMol25 dataset
Level of theory: the ωB97M-V functional and the def2-TZVPD basis

2S+1 = 2
net charge = +3
LUMO (spin up / spin down) = -0.3775 / -0.6957 hartree
<S²> = 0.7527
ΔE to the lowest compared entry with this formula, charge and spin = 0.0 kJ/mol

Last column: Löwdin spin population.
Cartesian coordinates (Å):
C1 0.68948 1.12257 2.04138  0.03
C2 -0.57584 0.36436 1.59774  0.14
C3 -0.34598 -0.59613 0.36120  0.26
C4 -0.35689 0.05996 -1.02195  0.18
C5 -0.76962 -0.87211 -2.20881  0.02
N1 -0.36564 -0.25431 -3.56415  0.01
N2 1.52420 0.19921 2.92164  0.00
H1 1.26258 1.50980 1.16640  0.01
H2 0.41824 1.92955 2.67088  0.00
H3 -1.18039 -0.22208 2.36196  0.06
H4 -1.35441 1.22017 1.30520  0.00
H5 0.49110 -1.23074 0.57335  0.06
H6 -1.16323 -1.35637 0.25360  0.07
H7 0.61177 0.53077 -1.25226  0.08
H8 -1.09909 0.91393 -0.95653  0.05
H9 -0.59345 -1.86597 -1.97826  0.00
H10 -1.90544 -0.86996 -2.08191  0.01
H11 -0.09414 -1.00493 -4.21707  0.00
H12 0.58281 0.23945 -3.52180  0.00
H13 -1.11521 0.30815 -3.95889  0.00
H14 1.61677 -0.80980 2.51570  0.00
H15 1.23999 -0.08009 3.85460  0.00
H16 2.32523 0.70187 3.14522  0.00

=====

Record 6
Formula: C7H6N4O2S
Source: the OMol25 dataset
Level of theory: the ωB97M-V functional and the def2-TZVPD basis

LUMO = 0.0086 hartree
ΔE to the lowest compared entry with this formula, charge and spin = 10.9 kJ/mol

Last column: natural (NBO) charge in e.
Cartesian coordinates (Å):
O1 2.12111 -3.63588 -1.22493  -0.58
C1 1.66625 -2.69686 -0.67564  0.77
N1 1.58129 -2.45117 0.63561  -0.59
C2 0.73532 -1.44403 0.87679  0.44
N2 0.20452 -1.01189 1.95483  -0.49
C3 -0.57608 0.07873 1.76838  0.73
O2 -0.85763 0.68917 2.75582  -0.60
N3 -0.71137 0.79724 0.53570  -0.41
C4 -0.25251 0.24541 -0.58185  0.04
C5 0.46670 -0.87703 -0.43723  -0.04
N4 1.10212 -1.60677 -1.33650  -0.59
S1 -0.78683 1.01548 -1.99277  0.30
C6 -0.93706 2.53770 -1.02952  -0.53
C7 -1.26303 2.14004 0.42996  -0.20
H1 1.53201 -3.22895 1.28242  0.43
H2 0.82667 -1.76146 -2.25594  0.42
H3 -1.78576 3.04447 -1.38178  0.23
H4 -0.07397 3.14543 -1.11194  0.22
H5 -0.65725 2.80752 1.09979  0.23
H6 -2.33449 2.21283 0.68882  0.22

=====

The evaluated E_tot for the records listed, in turn: -48960.0447; -7196.5487; -12222.4475; -19408.3235; -8388.5152; -28247.1306 eV.
The evaluated max |F| for the records listed, in turn: 0.0622; 0.1076; 0.0604; 0.0653; 0.0879; 0.0722 Eh/bohr.